Entry from the Open Molecules 2025 dataset: 5 unconnected molecules or ions with the total composition C33H73N3O5 in a non-equilibrium geometry (the ωB97M-V functional and the def2-TZVPD basis).

Geometry as XYZ:
```
114
Properties=species:S:1:pos:R:3
C 1.227 -1.436 -1.950
C 1.277 -0.468 -0.750
C 0.825 0.883 -1.141
O 0.589 -1.068 0.285
H 1.847 -2.295 -1.690
H 1.643 -0.971 -2.843
H 0.216 -1.793 -2.148
H 2.318 -0.345 -0.449
H 1.444 1.254 -1.958
H 0.996 1.656 -0.392
H -0.213 0.921 -1.472
H 1.131 -0.846 1.046
C 5.755 -0.091 0.010
C 5.542 -1.207 -1.052
C 5.495 -0.526 -2.475
O 6.589 -2.154 -1.077
H 6.756 0.320 -0.123
H 5.712 -0.425 1.046
H 5.024 0.708 -0.115
H 4.597 -1.723 -0.881
H 4.661 0.175 -2.499
H 5.337 -1.284 -3.243
H 6.452 -0.042 -2.671
H 6.425 -2.868 -0.456
C -2.866 1.236 -5.709
C -1.688 0.957 -4.781
C -0.354 1.160 -5.514
C 0.151 2.604 -5.663
C 0.054 3.399 -4.302
C -1.275 3.292 -3.578
N -1.718 1.851 -3.548
O -2.801 1.627 -2.789
C -1.086 3.920 -2.222
C -2.298 4.148 -4.373
C -1.764 -0.542 -4.408
H -3.743 0.931 -5.138
H -2.899 0.742 -6.680
H -2.981 2.279 -6.002
H 0.489 0.597 -5.114
H -0.401 0.669 -6.487
H -0.466 3.047 -6.445
H 1.219 2.567 -5.879
H 0.216 4.403 -4.695
H 0.906 3.184 -3.658
H -1.929 3.782 -1.544
H -0.208 3.574 -1.677
H -0.912 4.985 -2.372
H -3.284 3.690 -4.300
H -2.482 5.207 -4.190
H -2.169 4.085 -5.453
H -2.769 -0.787 -4.065
H -1.137 -0.796 -3.554
H -1.468 -1.187 -5.235
H -2.466 1.004 -2.140
C 2.650 1.735 2.087
C 2.690 0.885 3.363
C 1.631 1.639 4.296
C 1.113 0.818 5.417
C 0.644 -0.614 4.968
C 1.724 -1.359 4.182
N 2.216 -0.493 3.104
O 2.811 -1.145 2.083
C 2.814 -1.914 5.089
C 0.984 -2.604 3.577
C 4.124 0.971 3.975
H 1.682 1.624 1.599
H 3.397 1.340 1.399
H 2.817 2.808 2.178
H 2.244 2.461 4.668
H 0.848 2.088 3.686
H 0.244 1.318 5.843
H 1.856 0.755 6.212
H -0.332 -0.589 4.483
H 0.399 -1.248 5.819
H 3.342 -1.241 5.764
H 2.565 -2.772 5.714
H 3.655 -2.168 4.443
H 1.625 -3.333 3.082
H 0.332 -3.149 4.260
H 0.330 -2.344 2.744
H 4.539 1.970 3.842
H 4.800 0.240 3.532
H 4.027 0.758 5.039
H 3.739 -1.245 2.309
C -3.860 1.085 1.106
C -3.570 -0.329 1.629
C -4.894 -0.729 2.285
C -4.992 -2.301 2.553
C -4.641 -3.140 1.288
C -3.338 -2.654 0.529
N -3.279 -1.171 0.447
O -2.158 -0.757 -0.254
C -2.233 -3.236 1.387
C -3.345 -3.261 -0.884
C -2.385 -0.247 2.650
H -4.690 1.194 0.407
H -3.022 1.509 0.553
H -3.947 1.718 1.989
H -4.944 -0.278 3.276
H -5.822 -0.375 1.835
H -5.980 -2.534 2.950
H -4.320 -2.595 3.359
H -5.514 -3.013 0.648
H -4.538 -4.137 1.718
H -2.254 -4.323 1.471
H -1.270 -2.959 0.958
H -2.169 -2.846 2.403
H -2.392 -3.129 -1.397
H -3.733 -4.275 -0.979
H -4.028 -2.575 -1.384
H -2.236 0.735 3.098
H -1.437 -0.591 2.236
H -2.540 -0.830 3.558
H -1.497 -1.151 0.320
```

Output
**LUMO**: 0.371 eV
**Calculated total energy**: -1841.41743 a.u.
**Structure (SMILES)**: CC1(C)CCCC(C)(C)N1O.CC1(C)CCCC(C)(C)N1O.CC1(C)CCCC(C)(C)N1O.CC(C)O.CC(C)O



Entry from the Open Molecules 2025 dataset: 5 unconnected molecules or ions with the total composition C33H74F8O19P5 in a non-equilibrium geometry (the ωB97M-V functional and the def2-TZVPD basis).

Geometry as XYZ:
```
139
Properties=species:S:1:pos:R:3
C -4.557 -3.989 8.328
C -3.092 -4.413 8.128
C -2.445 -3.690 6.933
C -3.082 -4.148 5.624
O -2.054 -4.648 4.707
P -2.413 -4.703 3.173
C -4.133 -5.176 2.991
C -4.456 -5.862 1.656
C -5.865 -6.506 1.663
C -6.855 -5.780 2.580
C -8.336 -6.122 2.320
C -9.208 -4.872 2.468
C -9.070 -4.171 3.822
C -9.409 -2.681 3.707
C -9.350 -1.977 5.065
O -8.188 -2.343 5.796
C -7.042 -1.604 5.445
C -2.229 -3.018 2.544
C -1.337 -2.888 1.294
O -1.477 -1.576 0.799
C -2.427 -1.458 -0.233
C -2.664 0.003 -0.587
F -3.685 0.555 0.105
F -3.051 -0.009 -1.894
C -1.395 0.898 -0.531
F -1.644 1.977 -1.318
F -0.381 0.217 -1.100
C -0.996 1.427 0.889
F 0.287 1.048 1.114
F -1.745 0.879 1.865
C -1.039 2.969 1.033
F -0.938 3.240 2.360
F 0.016 3.539 0.399
H -5.060 -4.770 8.897
H -5.094 -3.855 7.390
H -4.606 -3.093 8.946
H -3.113 -5.474 7.865
H -2.532 -4.248 9.043
H -1.366 -3.829 6.937
H -2.675 -2.632 7.065
H -3.583 -3.297 5.157
H -3.821 -4.921 5.829
H -1.549 -5.587 2.525
H -4.329 -5.894 3.790
H -4.711 -4.269 3.156
H -3.746 -6.676 1.494
H -4.344 -5.186 0.805
H -5.729 -7.512 2.070
H -6.246 -6.623 0.651
H -6.627 -6.047 3.612
H -6.751 -4.702 2.424
H -8.707 -6.892 2.996
H -8.423 -6.482 1.293
H -10.250 -5.191 2.379
H -9.065 -4.168 1.645
H -9.731 -4.623 4.564
H -8.059 -4.221 4.224
H -8.619 -2.230 3.096
H -10.382 -2.531 3.239
H -9.362 -0.894 4.921
H -10.215 -2.276 5.655
H -6.209 -2.302 5.302
H -6.748 -0.925 6.250
H -7.184 -1.017 4.536
H -1.854 -2.381 3.343
H -3.227 -2.675 2.263
H -0.292 -3.009 1.576
H -1.609 -3.601 0.511
H -3.380 -1.960 -0.038
H -2.015 -1.914 -1.139
H -1.988 3.376 0.679
C 1.021 3.623 -2.313
O 1.928 3.254 -3.378
P 3.490 3.353 -3.076
O 3.879 4.729 -2.765
O 3.953 2.846 -4.534
C 3.744 3.706 -5.657
O 4.399 2.341 -2.266
C 4.229 0.925 -2.438
H 0.042 3.240 -2.577
H 1.334 3.193 -1.367
H 0.982 4.708 -2.232
H 3.774 4.753 -5.358
H 2.787 3.481 -6.128
H 4.543 3.512 -6.369
H 4.641 0.626 -3.401
H 3.181 0.632 -2.383
H 4.776 0.425 -1.643
C -1.363 6.706 2.025
O -2.739 6.860 1.620
P -3.681 7.778 2.528
O -3.806 7.214 3.875
O -4.992 7.591 1.612
C -5.637 6.323 1.584
O -3.743 9.352 2.592
C -3.672 10.134 1.381
H -0.816 6.304 1.175
H -0.917 7.659 2.305
H -1.302 6.011 2.861
H -5.499 5.792 2.526
H -5.251 5.724 0.757
H -6.699 6.501 1.424
H -4.616 10.067 0.844
H -2.855 9.805 0.739
H -3.496 11.164 1.677
C 7.213 0.875 -4.815
O 7.230 -0.439 -5.415
P 8.392 -1.450 -4.981
O 9.703 -0.911 -5.353
O 7.859 -2.623 -5.955
C 7.960 -2.447 -7.368
O 8.555 -2.412 -3.731
C 7.416 -3.109 -3.195
H 6.233 1.313 -4.991
H 7.385 0.818 -3.740
H 7.975 1.499 -5.279
H 8.807 -1.811 -7.624
H 7.039 -2.012 -7.759
H 8.103 -3.431 -7.808
H 7.143 -3.930 -3.856
H 6.563 -2.443 -3.061
H 7.710 -3.506 -2.227
C 9.911 4.393 -6.258
O 11.005 3.789 -6.975
P 12.400 3.645 -6.206
O 12.930 4.962 -5.843
O 13.168 2.943 -7.432
C 13.471 3.720 -8.589
O 12.795 2.578 -5.118
C 12.399 1.196 -5.286
H 8.999 4.156 -6.799
H 9.832 4.002 -5.243
H 10.048 5.472 -6.222
H 13.611 4.769 -8.331
H 12.673 3.622 -9.326
H 14.393 3.327 -9.012
H 13.019 0.726 -6.046
H 11.350 1.108 -5.560
H 12.555 0.694 -4.336
```

Output
**LUMO**: -2.989 eV
**Calculated total energy**: -5237.04598 a.u.
**Total charge**: +1



Entry from the Open Molecules 2025 dataset: 5 unconnected molecules or ions with the total composition C33H75BFO2 (the ωB97M-V functional and the def2-TZVPD basis).

Geometry as XYZ:
```
112
Properties=species:S:1:pos:R:3
C 0.751 -2.316 -0.972
C 1.471 -1.048 -1.449
C 0.599 0.212 -1.574
C 1.502 1.430 -1.812
C -0.320 0.385 -0.368
O 0.389 0.533 0.831
B -0.618 1.112 1.828
O -1.794 1.498 0.953
C -1.255 1.594 -0.334
C -2.312 1.752 -1.415
C -3.290 0.626 -1.678
C -4.019 0.054 -0.487
F -2.613 -0.439 -2.314
H 1.088 -3.200 -1.519
H 0.929 -2.475 0.092
H -0.328 -2.241 -1.109
H 2.271 -0.813 -0.740
H 1.956 -1.226 -2.415
H -0.059 0.074 -2.440
H 1.068 2.345 -1.410
H 2.462 1.295 -1.312
H 1.710 1.590 -2.874
H -0.980 -0.497 -0.310
H -0.114 2.107 2.371
H -0.998 0.280 2.658
H -0.614 2.495 -0.389
H -2.909 2.633 -1.152
H -1.816 1.977 -2.367
H -4.007 0.972 -2.428
H -4.846 -0.571 -0.835
H -3.337 -0.537 0.121
H -4.411 0.851 0.144
C -1.298 5.379 -1.509
C -2.132 6.078 -2.575
C -2.380 7.559 -2.288
C -3.115 7.840 -0.975
C -4.463 7.133 -0.833
C -5.468 7.515 -1.913
H -1.789 5.387 -0.535
H -1.124 4.335 -1.766
H -0.324 5.861 -1.393
H -3.090 5.559 -2.683
H -1.635 5.990 -3.544
H -2.937 7.998 -3.121
H -1.417 8.081 -2.261
H -3.269 8.921 -0.885
H -2.479 7.554 -0.134
H -4.878 7.369 0.150
H -4.313 6.050 -0.839
H -5.646 8.594 -1.917
H -6.427 7.019 -1.755
H -5.115 7.235 -2.907
C 3.561 -7.766 2.634
C 4.255 -6.409 2.609
C 3.287 -5.230 2.528
C 2.395 -5.214 1.285
C 3.149 -5.242 -0.044
C 4.075 -4.049 -0.243
H 2.988 -7.939 1.722
H 4.281 -8.581 2.730
H 2.867 -7.831 3.476
H 4.953 -6.373 1.767
H 4.866 -6.299 3.510
H 3.857 -4.298 2.578
H 2.645 -5.234 3.415
H 1.775 -4.314 1.317
H 1.701 -6.059 1.319
H 2.415 -5.260 -0.854
H 3.721 -6.172 -0.133
H 3.514 -3.113 -0.186
H 4.559 -4.086 -1.221
H 4.863 -4.013 0.512
C -2.743 -4.150 0.902
C -3.694 -5.289 1.247
C -4.944 -5.324 0.369
C -5.821 -4.073 0.468
C -6.305 -3.739 1.878
C -7.158 -4.836 2.506
H -3.211 -3.173 1.034
H -1.854 -4.162 1.533
H -2.413 -4.220 -0.137
H -3.987 -5.218 2.300
H -3.168 -6.243 1.147
H -5.538 -6.208 0.621
H -4.639 -5.452 -0.674
H -6.691 -4.208 -0.185
H -5.276 -3.214 0.069
H -6.881 -2.811 1.836
H -5.448 -3.528 2.522
H -8.031 -5.054 1.885
H -7.515 -4.544 3.495
H -6.596 -5.764 2.622
C 7.637 1.117 -0.161
C 7.510 2.636 -0.214
C 6.809 3.232 1.006
C 5.376 2.739 1.225
C 4.435 2.949 0.041
C 4.253 4.412 -0.345
H 6.659 0.635 -0.139
H 8.173 0.732 -1.029
H 8.180 0.804 0.735
H 6.973 2.922 -1.123
H 8.506 3.080 -0.299
H 6.811 4.322 0.916
H 7.398 3.002 1.900
H 4.962 3.248 2.100
H 5.389 1.676 1.480
H 3.462 2.524 0.293
H 4.793 2.385 -0.826
H 3.868 4.989 0.499
H 3.541 4.512 -1.166
H 5.192 4.873 -0.663
```

Output
**LUMO**: 2.657 eV
**Calculated total energy**: -1577.65701 a.u.
**Total charge**: -1



Number 1: HOMO level -7.7 eV. Number 2: HOMO level -10.8 eV. Number 3: HOMO level -4.0 eV.